{
  "formula": "C36H39ClP2Pb",
  "method": "wB97M-V/def2-TZVPD",
  "species": ["Pb", "C", "C", "C", "C", "C", "C", "C", "C", "C", "H", "H", "H", "H", "H", "H", "H", "H", "H", "H", "H", "H", "H", "H", "H", "P", "P", "C", "C", "C", "C", "C", "C", "C", "C", "C", "C", "C", "C", "C", "C", "C", "C", "C", "C", "C", "C", "C", "C", "C", "C", "C", "C", "H", "H", "H", "H", "H", "H", "H", "H", "H", "H", "H", "H", "H", "H", "H", "H", "H", "H", "H", "H", "H", "H", "Cl", "C", "H", "H"],
  "coordinates": [[1.342, 1.051, -1.573], [2.710, 2.643, -0.403], [1.947, 2.241, 0.705], [0.855, 3.026, 1.295], [-0.165, 3.498, 0.225], [-0.313, 2.655, -0.995], [0.262, 2.888, -2.252], [1.631, 3.462, -2.584], [2.523, 3.767, -1.397], [0.061, -2.227, 0.270], [3.757, 2.354, -0.249], [2.378, 1.511, 1.401], [1.227, 3.941, 1.799], [0.354, 2.460, 2.102], [-1.156, 3.517, 0.717], [0.079, 4.505, -0.148], [-1.085, 1.881, -0.904], [-0.360, 2.645, -3.140], [1.651, 4.329, -3.261], [2.159, 2.677, -3.200], [3.549, 3.926, -1.785], [2.200, 4.694, -0.866], [0.635, -1.979, -0.653], [-1.037, -2.033, 0.195], [0.257, -3.311, 0.387], [0.721, -1.076, 1.507], [-2.782, -0.777, -0.411], [-0.687, 0.073, 1.490], [-1.903, 0.198, 0.798], [0.934, -1.413, 3.253], [0.967, -0.369, 4.203], [1.349, -0.679, 5.512], [1.746, -1.984, 5.844], [1.752, -3.000, 4.870], [1.345, -2.717, 3.565], [2.565, -0.954, 0.967], [3.092, -0.476, -0.271], [4.325, -0.831, -0.857], [5.328, -1.207, 0.038], [4.957, -1.425, 1.381], [3.630, -1.273, 1.824], [-4.541, -0.882, -0.157], [-5.003, -1.319, 1.112], [-6.353, -1.633, 1.292], [-7.256, -1.480, 0.222], [-6.806, -1.006, -1.021], [-5.458, -0.691, -1.223], [-2.440, -0.359, -2.157], [-1.896, -1.399, -2.958], [-1.539, -1.165, -4.292], [-1.671, 0.117, -4.834], [-2.112, 1.170, -4.021], [-2.623, 0.916, -2.734], [-0.684, 0.739, 2.365], [-2.527, 1.045, 1.115], [0.701, 0.659, 3.927], [1.356, 0.112, 6.263], [2.057, -2.217, 6.857], [2.061, -4.011, 5.118], [1.387, -3.463, 2.765], [3.126, 0.621, -0.351], [4.521, -0.545, -1.887], [6.356, -1.291, -0.306], [5.725, -1.678, 2.099], [3.409, -1.364, 2.878], [-4.267, -1.392, 1.916], [-6.681, -2.005, 2.261], [-8.314, -1.731, 0.390], [-7.531, -0.877, -1.829], [-5.113, -0.310, -2.191], [-1.783, -2.408, -2.539], [-1.175, -2.003, -4.908], [-1.462, 0.295, -5.904], [-2.069, 2.191, -4.434], [-3.178, 1.716, -2.210], [2.769, -3.587, -1.501], [2.128, -2.464, -2.563], [2.841, -1.691, -2.877], [1.247, -2.822, -3.084]],
  "forces_ev_per_angstrom": [[-0.0695, -5.2244, 1.0142], [1.1961, -0.1688, 0.6284], [0.0556, -0.0303, -0.3276], [-1.3911, 0.8731, 0.1174], [0.1024, 0.4540, 0.9124], [-0.4341, -0.2372, -0.2711], [-1.3891, 1.7888, -1.0015], [0.6053, 0.8718, -1.3221], [0.6384, 0.9445, 0.7270], [-0.0075, -0.8332, 0.0682], [-0.2272, -0.0124, -0.5685], [0.2028, 0.2808, -0.4760], [0.2103, -0.2412, -0.0782], [0.1542, 0.2178, -0.5411], [0.2932, 0.3980, -0.2992], [-0.1489, -0.1768, 0.5286], [-0.2073, 0.7310, -0.5430], [0.7606, -0.2766, 0.6769], [-0.5502, 0.3333, 0.1639], [-0.3550, 1.2508, 0.4086], [-0.6284, 0.3521, 0.0955], [0.2107, -0.4295, -0.5233], [-0.6089, 0.2429, 0.4928], [0.9828, -0.4851, -0.2874], [-0.0552, 0.5988, 0.4455], [2.5503, 0.3657, -2.5671], [0.9624, -2.0845, -0.8631], [-2.2976, 0.8005, -0.1936], [1.2201, 0.8978, 1.1657], [0.0746, -0.2786, 0.1425], [-0.1305, -0.7698, -0.0245], [0.1082, -0.1047, -0.2589], [-0.1851, -0.1608, -0.6591], [-0.2089, 0.4452, 0.1255], [-0.0774, 0.4371, 0.4000], [-0.9010, -0.5780, 0.8937], [-1.3524, 1.2650, -1.1765], [1.8209, -0.5451, 1.9482], [-0.8841, -0.3922, -1.7487], [-0.9170, 0.4132, 0.8771], [0.8708, -0.2743, 0.7244], [-1.1364, 0.9173, 0.1831], [-0.1839, 0.2495, -0.8593], [0.3302, 0.2849, -0.4642], [0.2410, -0.0652, 0.2700], [-0.1455, -0.0989, 0.3313], [0.0970, -0.2819, 0.7098], [0.1097, 0.1600, -0.5867], [-0.0517, 0.4631, 0.1159], [-0.2885, -0.1627, 0.0623], [0.1994, 0.0155, 0.0868], [-0.4777, -0.0898, -0.2769], [0.3826, 0.0351, -0.2515], [0.2446, -0.0449, -0.6004], [0.3156, -0.2485, 0.4580], [0.1421, -0.4930, 0.1631], [0.0493, -0.2720, -0.1517], [-0.0417, 0.0670, -0.1063], [0.0313, 0.1744, 0.0801], [-0.0458, 0.1859, 0.4406], [-0.5598, -0.5688, -0.3346], [0.2086, 0.2125, 0.1235], [-0.1184, -0.2577, 0.1787], [-0.0846, -0.0162, 0.1364], [0.3186, -0.3687, 0.2196], [-0.3313, -0.2029, -0.0985], [-0.0659, 0.1329, -0.2411], [0.5673, 0.1580, -0.2497], [0.3172, -0.0206, 0.2387], [-0.1466, -0.2270, 0.4321], [0.0037, 0.5320, -0.0529], [-0.2252, 0.5097, 0.3150], [0.1376, -0.0499, 0.8075], [-0.4926, -0.5736, 0.2579], [0.6957, -0.4980, -0.1092], [0.3235, -0.7796, 0.5788], [0.3007, 0.4842, -0.4269], [-0.7904, -0.4167, -0.0802], [0.1769, 0.4959, -0.1252]],
  "lowdin_charge": [1.28, -0.30, -0.21, -0.21, -0.18, -0.31, -0.35, -0.32, -0.23, -0.23, 0.11, 0.10, 0.12, 0.08, 0.11, 0.11, 0.04, 0.08, 0.11, 0.07, 0.12, 0.12, 0.00, -0.04, 0.06, 0.99, 1.02, -0.25, -0.32, -0.34, -0.07, -0.07, -0.07, -0.07, -0.09, -0.32, -0.41, -0.17, -0.11, -0.11, -0.12, -0.38, -0.10, -0.09, -0.09, -0.09, -0.09, -0.38, -0.10, -0.09, -0.08, -0.11, -0.11, 0.05, 0.07, 0.10, 0.11, 0.10, 0.11, 0.12, -0.02, 0.10, 0.09, 0.08, 0.08, 0.10, 0.10, 0.10, 0.10, 0.10, 0.10, 0.11, 0.11, 0.11, 0.13, 0.60, -0.54, -0.01, 0.00],
  "gap_ev": [4.89, 3.88],
  "total_charge": 0,
  "homo_ev": [-5.2, -4.3]
}


{
  "formula": "C36H39FMoN3S2",
  "method": "wB97M-V/def2-TZVPD",
  "species": ["Mo", "S", "C", "N", "C", "C", "N", "C", "C", "C", "C", "C", "C", "C", "C", "S", "C", "C", "C", "C", "C", "C", "C", "H", "H", "H", "H", "H", "H", "H", "H", "H", "H", "H", "H", "H", "H", "H", "H", "H", "H", "C", "C", "C", "C", "C", "C", "C", "C", "C", "C", "C", "C", "N", "C", "C", "C", "C", "C", "C", "F", "H", "H", "H", "H", "H", "H", "H", "H", "H", "H", "H", "H", "H", "H", "H", "H", "H", "H", "H", "H", "H"],
  "coordinates": [[-0.714, 1.220, 0.917], [-1.178, 1.161, -1.430], [-0.507, -0.363, -1.906], [-0.791, -0.835, -3.114], [-0.349, -2.169, -3.459], [0.985, -2.424, -2.858], [1.029, -2.172, -1.453], [1.728, -3.154, -0.589], [1.054, -4.463, -0.748], [1.708, -5.445, -1.488], [1.036, -6.607, -1.810], [-0.302, -6.792, -1.441], [-0.971, -5.852, -0.684], [-0.282, -4.677, -0.338], [0.376, -1.119, -1.010], [0.579, -0.736, 0.680], [-1.544, -0.072, -4.214], [-0.567, 0.129, -5.340], [0.551, 0.916, -5.084], [1.517, 1.090, -6.085], [1.372, 0.504, -7.359], [0.212, -0.263, -7.601], [-0.719, -0.472, -6.611], [-0.255, -2.225, -4.555], [-1.200, -2.785, -3.139], [1.773, -1.738, -3.271], [1.321, -3.475, -3.031], [1.575, -2.791, 0.403], [2.770, -3.235, -0.870], [2.776, -5.366, -1.779], [1.480, -7.367, -2.389], [-0.809, -7.699, -1.772], [-2.003, -6.007, -0.442], [-0.805, -3.958, 0.241], [-1.831, 0.865, -3.748], [-2.375, -0.729, -4.494], [0.736, 1.430, -4.150], [2.404, 1.727, -5.879], [2.062, 0.730, -8.151], [0.092, -0.714, -8.560], [-1.582, -1.091, -6.825], [-2.750, -0.189, 2.586], [-2.029, 0.766, 3.586], [-2.524, 0.566, 5.007], [-0.532, 0.505, 3.504], [-0.048, -0.684, 4.026], [1.315, -0.930, 3.971], [2.252, 0.030, 3.569], [1.779, 1.229, 3.017], [2.817, 2.180, 2.435], [2.547, 2.772, 1.047], [3.087, 3.386, 3.373], [0.368, 1.486, 2.957], [-0.226, 2.495, 2.157], [-0.970, 3.679, 2.483], [-0.808, 4.493, 3.611], [-1.782, 5.478, 3.813], [-2.800, 5.742, 2.926], [-2.997, 4.916, 1.786], [-2.041, 3.934, 1.650], [-2.129, 3.010, 0.620], [-3.812, -0.151, 2.809], [-2.460, -1.228, 2.789], [-2.702, -0.080, 1.484], [-2.192, 1.786, 3.350], [-2.533, -0.508, 5.289], [-3.524, 0.941, 5.166], [-1.929, 1.066, 5.757], [-0.785, -1.382, 4.419], [1.710, -1.833, 4.385], [3.329, -0.152, 3.708], [3.676, 1.513, 2.327], [1.824, 3.613, 1.052], [2.308, 2.057, 0.222], [3.495, 3.246, 0.738], [2.187, 4.019, 3.432], [3.941, 3.984, 3.051], [3.339, 3.103, 4.409], [-0.002, 4.326, 4.299], [-1.575, 6.146, 4.640], [-3.506, 6.562, 3.020], [-3.665, 5.132, 0.967]],
  "forces_ev_per_angstrom": [[-0.1489, 0.0780, 0.2294], [0.2177, -0.3355, -0.0528], [-0.9636, 0.6322, -2.4623], [0.2902, 1.4482, 1.3779], [-0.5027, -0.2117, -0.8137], [1.7643, -0.9405, -1.3838], [-1.1669, 1.3020, 0.7714], [-0.5240, 0.0947, 0.2878], [-0.9283, -0.9229, -0.4402], [0.6161, -0.4151, 0.0383], [-1.1535, 0.3262, 0.3769], [0.3639, -0.5260, -0.3723], [0.9877, 0.8474, -0.1952], [0.5383, -0.8632, -0.6710], [1.2395, -1.8632, 1.3313], [-0.3795, 0.2188, -0.7473], [0.6759, -0.6757, 0.5027], [0.1518, -0.0620, -0.4001], [0.7627, -0.0361, -1.0275], [0.5971, 0.2318, -0.4213], [-1.3893, 0.2286, 1.2451], [1.3463, 0.5644, 0.2523], [-0.2977, 0.1954, 1.0269], [-0.0938, -0.0044, 0.3832], [0.5530, -0.6092, -0.0057], [-0.7374, -0.6125, -0.2044], [-0.3869, 0.8504, 0.0370], [0.5233, 0.1272, 0.6836], [0.2542, 0.3401, -0.0171], [-0.8000, 0.2271, 0.1791], [0.7048, -0.6907, -0.5000], [0.1086, 0.2382, 0.1715], [-0.2780, 0.0600, 0.3286], [-0.3024, 0.7992, 0.4856], [-0.4480, -0.0623, -0.2755], [-0.0631, 0.3782, 0.1228], [-0.2880, -0.0452, 0.2315], [-0.7769, -0.5355, -0.1744], [0.2765, -0.1548, -0.1083], [-0.2125, -0.2183, -0.5175], [-0.0841, 0.0388, 0.0697], [-0.5232, -0.4339, 1.0378], [0.5461, -1.0908, -0.5813], [-0.2826, -1.2222, 0.6061], [-0.5197, 0.8097, 0.3208], [0.3426, 0.0965, -0.6804], [0.2252, 0.2647, 0.8999], [-1.0683, 0.6818, -0.2035], [0.5416, 0.3743, -0.6192], [-0.1876, 0.2324, 0.1420], [0.2576, 0.4413, -0.8431], [0.0275, -0.4275, 0.8206], [0.4984, -1.1821, 0.5185], [-0.2517, 1.0540, 0.3992], [0.4642, -0.3559, 0.8404], [-0.9859, -0.4174, -0.8201], [1.4835, 0.4048, 0.5150], [-1.0712, -0.6181, -1.4665], [1.7680, 0.1773, 0.5529], [-0.5979, 0.5089, 0.0405], [-0.0693, -0.5741, -0.4710], [-0.2677, 0.1122, -0.2007], [0.1072, 0.2364, -0.0764], [0.3255, 0.4729, 0.0092], [-0.4627, 1.0443, -0.4167], [-0.0691, 0.5936, -0.1995], [-0.4245, 0.0447, -0.3041], [0.5006, 0.2550, -0.0112], [0.5070, -0.0850, -0.0049], [0.0371, -0.6265, 0.1272], [-0.6295, 0.1228, -0.3267], [0.3377, 0.5075, 0.1443], [0.2003, -0.6094, 0.0419], [-0.0563, 0.2712, 0.7236], [-0.3319, -0.2040, 0.0427], [0.3541, -0.0919, -0.1707], [-0.2214, -0.0161, -0.3284], [-0.2126, -0.1905, -0.3858], [0.2235, 0.0579, 0.2398], [-0.4319, 0.0169, 0.1103], [0.3210, -0.0086, 0.4096], [-0.4498, -0.0689, 0.2259]],
  "mulliken_spin": [2.04, -0.02, 0.00, 0.04, 0.00, 0.00, 0.03, 0.01, 0.00, 0.00, 0.00, 0.00, 0.00, 0.00, 0.01, -0.05, 0.00, 0.00, 0.00, 0.00, 0.00, 0.00, 0.00, 0.00, 0.00, 0.00, 0.00, 0.00, 0.00, 0.00, 0.00, 0.00, 0.00, 0.00, 0.00, 0.00, 0.00, 0.00, 0.00, 0.00, 0.00, 0.06, 0.06, 0.01, -0.06, 0.04, 0.00, 0.01, -0.01, -0.01, 0.02, 0.00, -0.07, -0.02, 0.05, -0.04, 0.01, -0.04, 0.02, -0.04, 0.01, 0.01, 0.00, -0.05, -0.01, 0.00, 0.00, 0.00, 0.00, 0.00, 0.00, 0.00, 0.00, 0.00, 0.00, 0.00, 0.00, 0.00, 0.00, 0.00, 0.00, 0.00],
  "gap_ev": [5.54, 5.73],
  "spin_multiplicity": 3,
  "total_charge": 3,
  "homo_ev": [-16.1, -16.2]
}


| no. | F_max (Eh/bohr) | molar mass (g/mol) |
| --- | --- | --- |
| 1 | 0.104 | 776.31 |
| 2 | 0.053 | 692.80 |